# 1
ORCA calculation (ωB97M-V with the def2-TZVPD basis set) on C2H6N2O as an isolated structure.

Computed properties:
Kohn-Sham gap: 7.840 eV

Each line ends with the Löwdin charge.
Cartesian coordinates (Å):
1 N -0.353526 -0.482067 -0.981406  -0.0983
2 C 0.788617 0.481317 0.165032  -0.4518
3 N -1.553077 -0.808115 -0.461996  -0.0934
4 C 0.333798 0.784842 1.374854  0.0772
5 O 1.771413 1.070441 -0.579329  0.0104
6 H 2.520046 0.466799 -0.650118  0.1100
7 H -0.482698 0.292059 -1.629394  0.0653
8 H -1.540478 -1.668834 0.069959  0.0780
9 H -2.085997 -0.080187 0.007977  0.0754
10 H -0.619500 0.396530 1.728564  0.0056
11 H 1.221403 -0.452785 0.955858  0.2217

Cartesian forces (eV/Å) of the 3 atoms listed first:
3.12 1.83 0.42
-1.76 -3.21 -2.28
-1.13 -0.20 0.70

# 2
ORCA calculation (ωB97M-V with the def2-TZVPD basis set) on C4H6N2O as an isolated structure.

Computed properties:
Kohn-Sham gap: 9.050 eV

Each line ends with the Löwdin charge.
Cartesian coordinates (Å):
1 O -1.273180 -2.024604 -0.826949  0.0868
2 C -0.867191 -0.934676 -0.505839  -0.5558
3 N -1.252101 -0.164973 0.557436  0.0896
4 C -0.415595 0.999139 0.722319  -0.1416
5 C 0.745549 0.721832 -0.231832  -0.1865
6 C 1.460109 -0.916829 -0.855935  0.0823
7 N 0.206130 -0.247456 -1.187580  -0.1009
8 H -1.871017 -0.519410 1.269734  0.1507
9 H -0.014259 1.135712 1.721154  0.1154
10 H -0.990801 1.900246 0.400634  0.1343
11 H 1.091029 1.637819 -0.705581  0.1275
12 H 1.962778 0.160618 -0.177448  0.1305
13 H 1.197399 -1.705227 -0.099264  0.0677

Cartesian forces (eV/Å) of the 3 atoms listed first:
-0.02 0.50 0.13
-0.10 -0.15 -0.09
0.19 -0.24 0.10

# 3
ORCA calculation (ωB97M-V with the def2-TZVPD basis set) on one molecule with the formula C2H2N2O.

Computed properties:
SMILES: O=N[C@@H]1C=N1
Kohn-Sham gap: 8.899 eV

Each line ends with the Löwdin charge.
Cartesian coordinates (Å):
1 O 0.621252 1.461001 -0.002735  -0.1245
2 C 0.816158 -0.480291 -0.282996  -0.0115
3 N -0.132163 -0.857191 -0.944310  0.1402
4 C -0.842097 -0.062391 0.188722  -0.1986
5 N -0.584231 1.218878 0.331278  -0.0508
6 H 1.805723 -0.691840 0.097554  0.1346
7 H -1.684642 -0.588165 0.612484  0.1106

Cartesian forces (eV/Å) of the 3 atoms listed first:
0.06 0.01 -0.10
-0.36 -0.39 -0.49
0.82 0.28 0.35

Values for relative energy (zero: lowest compared OMol25 entry of this formula, charge and spin), kcal per mole, ordered as above
169.8 117.2 133.3
Values for HOMO, eV, ordered as above
-7.75 -8.41 -9.30
Values for max |F|, Eh/bohr, ordered as above
0.084 0.025 0.018